No. 1
# C3H6N2OS

An isolated molecule of C3H6N2OS in a non-equilibrium geometry (ωB97M-V with the def2-TZVPD basis set, the OMol25 dataset).

XYZ file:
```
13
Properties=species:S:1:pos:R:3:nbo_charge:R:1
C 0.60992 -1.91705 -0.69265 -0.6860
C 0.41607 -0.54568 -0.05437 0.0664
C -0.58497 0.43583 -0.56093 0.2109
H 1.61966 -2.01785 -1.15135 0.2335
H -0.09848 -2.05599 -1.47120 0.2428
H 0.43499 -2.73518 0.03613 0.2196
H 2.06675 -0.72690 2.60622 0.3743
H 1.97377 -1.92287 1.46274 0.3451
H -1.42974 0.92393 -2.16991 0.5018
N 0.96140 -0.18669 1.07286 -0.1393
N 1.97807 -0.91637 1.63618 -0.6088
O -0.82525 0.26896 -1.86674 -0.6614
S -1.32421 1.64162 0.28161 -0.0990
```

**Orbital gap**: 8.55 eV
**Lowest unoccupied orbital energy**: -0.03 eV
**Largest force on an atom**: 0.0383 hartree/bohr
**SMILES**: C/C(=N\N)C(O)=S
**Charge**: 0
**ΔE to the lowest compared entry with this formula, charge and spin**: 218.1 kJ/mol

---

No. 2
# C3H6N2OS

A cluster of 2 separate species, C3H6N2OS in total in a non-equilibrium geometry (ωB97M-V with the def2-TZVPD basis set, the OMol25 dataset).

XYZ file:
```
13
Properties=species:S:1:pos:R:3:nbo_charge:R:1
C -2.11488 1.04088 -0.05172 0.5079
C 0.78915 1.77174 -1.35110 -0.0341
C -2.23549 -2.76143 0.49444 -0.6019
N 1.21437 0.82247 -0.63557 -0.6138
N -2.58271 -0.25775 -0.00994 -0.8491
O -1.24842 1.52496 0.62828 -0.5953
S -1.96274 -1.21732 1.10690 0.9669
H -2.70673 1.56960 -0.82204 0.1210
H 0.74016 2.78575 -0.95481 0.1500
H 0.37043 1.52496 -2.24992 0.1547
H -2.78650 -3.02431 -0.40009 0.2332
H -2.36759 -3.58518 1.15895 0.2175
H 1.60914 0.98579 0.28259 0.3431
```

**Orbital gap (spin up / spin down)**: 7.98 / 7.98 eV
**Lowest unoccupied orbital energy (spin up / spin down)**: -1.34 / -1.34 eV
**Largest force on an atom**: 0.0768 hartree/bohr
**Charge**: 0
**ΔE to the lowest compared entry with this formula, charge and spin**: 446.2 kJ/mol

---

No. 3
# C3H6N2OS2

A structure of composition C3H6N2OS2 in a non-equilibrium geometry (ωB97M-V with the def2-TZVPD basis set, the OMol25 dataset).

XYZ file:
```
14
Properties=species:S:1:pos:R:3:nbo_charge:R:1
C 0.80686 -0.89818 -0.47998 0.8179
C -0.23793 1.13861 0.77220 -0.2230
C -1.25888 0.26068 -0.02104 -0.2052
N 1.09688 0.93361 0.15830 -0.7123
N -0.49655 -0.68591 -0.83790 -0.5995
O 1.63453 -1.70881 -0.73456 -0.5225
S 2.50189 0.93557 0.96263 0.2289
S -1.22100 -2.02464 -1.65537 0.2325
H -0.63962 2.16645 0.59569 0.1998
H -0.28703 0.83052 1.80803 0.1773
H -1.72803 -0.25311 0.76428 0.1918
H -1.83637 0.91608 -0.54619 0.2072
H 3.09601 1.04937 -0.24151 0.1188
H -1.43076 -2.66022 -0.54458 0.0883
```

**Orbital gap**: 8.15 eV
**Lowest unoccupied orbital energy**: 0.34 eV
**Largest force on an atom**: 0.1066 hartree/bohr
**Charge**: 0
**ΔE to the lowest compared entry with this formula, charge and spin**: 389.9 kJ/mol

---

No. 4
# C3H6N2S

An isolated molecule of C3H6N2S in a non-equilibrium geometry (ωB97M-V with the def2-TZVPD basis set, the OMol25 dataset).

XYZ file:
```
12
Properties=species:S:1:pos:R:3:nbo_charge:R:1
C 1.29824 0.26508 0.32695 -0.2551
C 0.46124 -0.68423 0.67059 -0.0062
C 0.74319 1.54048 -0.17760 -0.5625
N -1.01779 -0.37016 0.42132 -0.4098
N -1.56970 -1.44839 -0.34578 -0.6856
S -1.07538 1.26959 -0.26522 0.3403
H 2.29161 0.11465 0.38862 0.2156
H 0.69667 -1.69421 1.07418 0.2275
H 1.03299 2.34230 0.41106 0.2208
H 1.35724 1.82552 -1.11032 0.2151
H -1.76779 -1.39753 -1.35950 0.3499
H -2.45052 -1.76311 -0.03430 0.3499
```

**Orbital gap**: 9.02 eV
**Lowest unoccupied orbital energy**: 1.01 eV
**Largest force on an atom**: 0.0648 hartree/bohr
**SMILES**: NN1C=CCS1
**Charge**: 0
**ΔE to the lowest compared entry with this formula, charge and spin**: 307.3 kJ/mol

---

No. 5
# C3H6N2S

A cluster of 2 separate species, C3H6N2S in total in a non-equilibrium geometry (ωB97M-V with the def2-TZVPD basis set, the OMol25 dataset).

XYZ file:
```
12
Properties=species:S:1:pos:R:3:nbo_charge:R:1
C -2.52358 0.14063 -0.62024 0.0624
C 1.22327 0.35137 0.00247 -0.3716
C 0.21984 -0.30192 0.91998 -0.2866
N -3.22111 -0.10148 -1.52400 -0.3193
N 0.56431 0.73423 -1.26371 -0.7911
S 0.78323 -1.19340 2.19338 0.2104
H 1.37844 1.39568 0.36833 0.2438
H 2.09221 -0.15484 -0.05643 0.1933
H -1.93726 0.28041 0.19195 0.2310
H 0.29823 -0.03938 -1.81143 0.3545
H -0.27612 1.16181 -0.91120 0.3478
H -0.40842 -1.50684 2.82436 0.1252
```

**Orbital gap**: 8.58 eV
**Lowest unoccupied orbital energy**: -0.48 eV
**Largest force on an atom**: 0.1105 hartree/bohr
**Charge**: 0
**ΔE to the lowest compared entry with this formula, charge and spin**: 430.5 kJ/mol

---

No. 6
# C3H6N2S

A cluster of 2 separate species, C3H6N2S in total in a non-equilibrium geometry (ωB97M-V with the def2-TZVPD basis set, the OMol25 dataset).

XYZ file:
```
12
Properties=species:S:1:pos:R:3:nbo_charge:R:1
C -2.67205 -0.68459 0.22913 -0.0086
C -0.03703 0.79046 0.27570 -0.3269
C -0.27111 -0.64095 0.65822 -0.1041
N -3.78490 -0.67113 -0.04223 -0.5168
N -0.43539 1.16346 -1.06193 -0.8062
S 0.34623 -1.87775 -0.38099 0.1746
H -0.56909 1.43262 0.98296 0.2347
H 1.03766 1.00540 0.36970 0.2311
H -0.40184 -0.89406 1.69815 0.2294
H 0.03080 0.57860 -1.75045 0.3514
H -1.43717 1.02173 -1.17357 0.3875
H 0.00771 -2.91807 0.39154 0.1538
```

**Orbital gap (spin up / spin down)**: 8.62 / 8.62 eV
**Lowest unoccupied orbital energy (spin up / spin down)**: -1.32 / -1.32 eV
**Largest force on an atom**: 0.0686 hartree/bohr
**Charge**: 0
**ΔE to the lowest compared entry with this formula, charge and spin**: 354.8 kJ/mol

---

No. 7
# C3H6N2S

An isolated molecule of C3H6N2S in a non-equilibrium geometry (ωB97M-V with the def2-TZVPD basis set, the OMol25 dataset).

XYZ file:
```
12
Properties=species:S:1:pos:R:3:nbo_charge:R:1
C 0.26707 -1.02504 -0.13134 -0.0300
C 0.45037 -1.73103 0.98850 -0.4331
C -0.37307 1.27094 0.67488 -0.0940
H 0.52612 1.44935 -1.75643 0.3560
H -1.04047 1.04476 -1.93238 0.3587
H 0.42086 -1.37085 -1.14889 0.2230
H 0.34571 -1.37181 2.00109 0.2388
H 0.84421 -2.69532 0.75628 0.2075
H -0.59177 2.19248 0.13480 0.1788
N -0.11849 0.68380 -1.61672 -0.6410
N -0.17785 0.33054 -0.25802 -0.2666
S -0.55268 1.22216 2.28825 -0.0980
```

**Orbital gap**: 8.93 eV
**Lowest unoccupied orbital energy**: 0.38 eV
**Largest force on an atom**: 0.0368 hartree/bohr
**SMILES**: C=CN(N)C=S
**Charge**: 0
**ΔE to the lowest compared entry with this formula, charge and spin**: 229.0 kJ/mol

---

No. 8
# C3H6N2S

An isolated molecule of C3H6N2S in a non-equilibrium geometry (ωB97M-V with the def2-TZVPD basis set, the OMol25 dataset).

XYZ file:
```
12
Properties=species:S:1:pos:R:3:nbo_charge:R:1
C 0.67100 -0.07142 -0.80182 -0.4644
C 0.73798 -0.66360 0.67463 -0.2766
C -0.57002 0.68854 -0.69388 -0.1748
N -1.22045 0.08772 0.46844 -0.1684
N -0.55371 -0.60333 1.24821 -0.2037
S -0.55468 2.11252 0.49721 -0.2754
H 1.52043 0.44659 -1.01805 0.2356
H 0.67550 -0.93646 -1.31231 0.2101
H 1.13892 -1.74251 0.60220 0.2139
H 1.62387 -0.18371 1.28124 0.2304
H -1.24274 0.72858 -1.60265 0.2317
H -2.22611 0.13710 0.65679 0.4416
```

**Orbital gap**: 7.75 eV
**Lowest unoccupied orbital energy**: 0.12 eV
**Largest force on an atom**: 0.0899 hartree/bohr
**Charge**: 0
**ΔE to the lowest compared entry with this formula, charge and spin**: 399.1 kJ/mol

---

No. 9
# C3H6N2S2

An isolated molecule of C3H6N2S2 in a non-equilibrium geometry (ωB97M-V with the def2-TZVPD basis set, the OMol25 dataset).

XYZ file:
```
13
Properties=species:S:1:pos:R:3:nbo_charge:R:1
C -2.20453 0.27826 0.49502 -0.0951
C 0.34393 0.09519 -0.07056 0.0555
C 1.29556 -0.55430 -1.11707 -0.6624
N -1.52715 -0.39974 1.33748 -0.2687
N -0.18094 -0.68887 0.95318 -0.5183
S -1.33262 0.92838 -0.91205 0.1277
S 1.54797 1.49067 0.48810 -0.1003
H -3.30599 0.53979 0.48728 0.2369
H 1.26020 0.08614 -1.96653 0.2393
H 0.96308 -1.59379 -1.46092 0.2214
H 2.21638 -0.59275 -0.62271 0.2313
H -0.03071 -1.69060 0.83743 0.3900
H 0.95482 2.10163 1.55137 0.1427
```

**Orbital gap**: 9.16 eV
**Lowest unoccupied orbital energy**: 0.55 eV
**Largest force on an atom**: 0.0663 hartree/bohr
**SMILES**: C[C@]1(S)NN=CS1
**Charge**: 0
**ΔE to the lowest compared entry with this formula, charge and spin**: 216.3 kJ/mol

---

No. 10
# C3H6N2S2

A cluster of 3 separate species, C3H6N2S2 in total in a non-equilibrium geometry (ωB97M-V with the def2-TZVPD basis set, the OMol25 dataset).

XYZ file:
```
13
Properties=species:S:1:pos:R:3:nbo_charge:R:1
C -3.91005 0.43679 1.75692 0.2329
C -1.00829 1.28721 -0.79086 0.0290
C 1.19699 0.41496 -1.95852 -0.7127
N -4.26085 1.42653 2.32997 -0.6586
N -1.46356 2.30060 -0.50696 -0.3268
S -3.74417 -0.87276 0.94466 0.0013
S -0.35787 -0.20074 -1.20697 0.3061
H 0.07201 -1.69223 1.66298 -0.0035
H 2.00668 0.28793 -1.24580 0.2271
H 1.07758 1.46043 -2.21964 0.2448
H 1.38131 -0.18015 -2.84860 0.2316
H -3.82217 2.11679 2.89692 0.4269
H -0.22777 -2.40432 1.69163 0.0018
```

**Orbital gap**: 9.96 eV
**Lowest unoccupied orbital energy**: 0.46 eV
**Largest force on an atom**: 0.0256 hartree/bohr
**SMILES**: [H][H].CSC#N.N=C=S
**Charge**: 0
**ΔE to the lowest compared entry with this formula, charge and spin**: 201.8 kJ/mol